8
Properties=species:S:1:pos:R:3 method="wB97M-V/def2-TZVPD" molar_mass_g_mol=132.3 orbital_gap_ev=9.0 spin_multiplicity=1 homo_energy_ev=-8.9 smiles=SS.SS total_energy_ha=-1595.11441
S 1.528 -1.317 0.092
S 2.059 0.685 0.055
S -2.178 0.379 -1.043
S -2.062 0.362 1.072
H -1.283 -0.736 0.847
H -1.062 1.073 -1.183
H 1.163 -1.324 -1.218
H 1.835 0.877 1.379

8
Properties=species:S:1:pos:R:3 method="wB97M-V/def2-TZVPD" molar_mass_g_mol=132.3 orbital_gap_ev=9.2 spin_multiplicity=1 homo_energy_ev=-9.0 smiles=SS.SS total_energy_ha=-1595.11851
S 1.641 0.664 0.371
S 1.669 -0.999 1.574
S -1.776 0.877 -0.005
S -1.934 -0.623 -1.468
H 1.757 0.143 -0.843
H -1.011 1.823 -0.601
H -0.755 -1.143 -1.122
H 0.409 -0.742 2.093

8
Properties=species:S:1:pos:R:3 method="wB97M-V/def2-TZVPD" total_charge=+1 molar_mass_g_mol=132.3 orbital_gap_ev="7.9 / 4.4" s_squared=0.76 spin_multiplicity=2 homo_energy_ev="-13.4 / -13.2" total_energy_ha=-1594.78098
S -1.903 -0.423 -2.325
S 0.986 -1.000 0.989
S 2.401 0.043 2.004
S -0.759 1.021 -1.259
H -2.737 -0.473 -1.250
H -0.239 -0.192 1.081
H -0.102 1.650 -2.367
H 2.354 -0.626 3.127

6
Properties=species:S:1:pos:R:3 method="wB97M-V/def2-TZVPD" molar_mass_g_mol=64.2 orbital_gap_ev=10.2 spin_multiplicity=1 homo_energy_ev=-9.7 smiles=[SiH3]S total_energy_ha=-690.04716
S -1.569 -0.328 -0.283
Si 0.534 0.111 -0.244
H -2.230 -0.046 0.996
H 1.034 -0.179 -1.597
H 1.048 1.258 0.365
H 1.184 -0.816 0.763

78
Properties=species:S:1:pos:R:3 method="wB97M-V/def2-TZVPD" molar_mass_g_mol=468.4 orbital_gap_ev=10.6 spin_multiplicity=1 homo_energy_ev=-10.6 total_energy_ha=-1987.50831
O -14.900 -6.789 1.927
O -11.225 -14.562 4.467
O -16.712 -5.059 6.514
O -14.334 -8.360 9.251
O -13.055 -12.963 2.501
O -13.854 -11.059 10.232
O -10.263 -13.660 1.898
O -12.396 -7.028 3.306
O -17.256 -10.405 5.479
O -18.762 -5.230 4.768
O -17.286 -11.321 2.546
O -13.326 -8.069 6.489
O -10.211 -11.366 3.183
O -18.822 -8.321 5.847
O -11.110 -11.692 7.057
O -15.733 -8.002 4.878
O -16.116 -4.707 9.051
O -17.581 -6.891 2.744
O -15.210 -9.809 1.807
O -19.165 -9.452 2.157
O -13.564 -5.329 5.697
O -12.389 -9.814 2.975
O -10.944 -8.973 7.084
O -13.230 -11.885 5.094
O -11.394 -12.700 9.334
O -13.662 -5.697 8.836
H -14.871 -6.331 1.012
H -15.152 -4.994 9.092
H -11.155 -11.320 3.353
H -16.057 -3.770 9.392
H -12.376 -8.887 3.229
H -13.231 -6.605 2.957
H -13.874 -12.311 5.647
H -10.788 -13.358 9.737
H -18.142 -7.287 2.125
H -12.399 -6.552 4.163
H -13.930 -8.001 5.729
H -13.854 -8.042 7.317
H -15.818 -5.457 6.237
H -11.756 -11.671 6.403
H -18.021 -5.159 5.395
H -19.429 -7.724 5.383
H -9.944 -10.452 3.208
H -18.095 -6.378 3.388
H -10.863 -10.785 7.151
H -12.942 -5.995 6.014
H -13.037 -11.587 10.199
H -13.862 -6.667 8.927
H -10.398 -14.131 2.734
H -17.967 -7.803 5.875
H -15.723 -6.516 2.411
H -19.140 -4.320 4.690
H -16.697 -4.836 7.478
H -10.092 -12.799 2.275
H -14.245 -9.774 1.856
H -14.549 -11.762 10.231
H -10.718 -15.325 4.813
H -11.811 -8.571 6.970
H -11.485 -14.002 5.244
H -18.648 -10.255 2.261
H -10.459 -8.752 6.242
H -19.970 -9.723 1.701
H -17.668 -10.564 4.596
H -13.191 -12.310 1.729
H -13.210 -12.453 4.311
H -15.375 -8.100 3.966
H -12.153 -13.414 2.278
H -17.181 -12.042 3.168
H -13.183 -10.170 3.436
H -13.351 -4.475 6.013
H -15.338 -8.937 1.418
H -17.889 -9.983 6.065
H -16.496 -10.739 2.532
H -16.271 -8.856 4.970
H -11.022 -12.352 8.477
H -13.849 -9.098 9.698
H -14.981 -8.100 9.871
H -13.027 -5.489 9.506

84
Properties=species:S:1:pos:R:3 method="wB97M-V/def2-TZVPD" molar_mass_g_mol=504.4 orbital_gap_ev=9.3 spin_multiplicity=1 homo_energy_ev=-10.2 total_energy_ha=-2140.33109
O -3.273 -2.785 -0.116
O 1.725 -5.060 0.610
O 3.417 -1.233 1.196
O 3.214 4.589 -1.447
O -2.107 -0.647 4.490
O -0.051 5.207 -0.809
O -0.536 -1.498 -4.411
O -2.908 2.107 -1.415
O -0.101 2.065 -1.833
O 3.879 4.332 2.126
O 2.119 -0.050 -4.024
O -0.187 -3.254 1.186
O -1.081 -1.973 -1.837
O 0.032 -1.105 3.046
O -2.028 1.188 1.714
O -5.044 1.562 2.966
O -4.377 -3.236 3.577
O 4.244 2.024 0.444
O 3.840 1.199 -2.120
O -1.638 2.810 -4.598
O -2.628 -5.081 -1.760
O -3.936 -0.163 -0.452
O 3.113 0.339 3.519
O -4.869 -0.908 2.085
O -0.205 -0.394 0.231
O 2.801 3.479 -3.743
O 4.903 -2.266 3.264
O 3.533 -2.139 -1.814
H -2.470 -5.710 -1.056
H -3.501 0.484 -1.007
H 2.411 4.200 -4.237
H -2.828 -4.261 -1.309
H 4.591 0.630 -2.288
H -2.115 -0.232 5.353
H -0.743 -1.134 3.608
H -4.827 -0.215 -0.797
H -3.679 2.101 -1.982
H 3.023 4.194 -2.298
H 4.298 -1.850 2.651
H 2.461 -1.242 1.166
H -4.763 0.001 2.365
H 0.736 -0.808 3.623
H 4.618 4.789 1.725
H -2.009 1.991 -4.928
H -3.644 -1.915 -0.260
H -2.377 -2.619 0.176
H -5.302 2.429 2.654
H -1.784 0.846 2.574
H -4.963 -2.690 4.101
H -0.417 -2.660 -1.777
H 3.687 -1.484 0.313
H 3.125 0.807 -2.621
H -2.994 -0.989 4.380
H -5.028 1.645 3.920
H 4.374 -2.925 3.714
H -1.414 2.621 -3.687
H 0.422 4.390 -0.969
H 1.221 -0.365 -4.122
H -0.898 -1.397 -1.095
H 0.548 0.194 0.169
H -0.928 -1.543 -3.538
H 3.232 0.228 2.576
H -0.060 -2.367 1.523
H 4.962 1.417 0.623
H 1.874 -4.767 1.509
H 2.080 2.865 -3.606
H -0.978 -2.187 -4.907
H -4.472 -0.939 1.214
H 3.445 1.219 3.700
H 3.213 3.852 -0.835
H -0.971 2.221 -1.466
H -4.286 -2.764 2.749
H -0.782 0.023 0.871
H 2.335 0.330 -4.876
H 0.953 -4.572 0.324
H 4.424 -2.067 -2.157
H 2.985 -1.723 -2.479
H -0.551 -3.742 1.925
H 3.918 1.763 -0.417
H 3.806 3.515 1.634
H -2.907 1.547 1.838
H -0.102 1.136 -2.067
H 0.276 5.809 -1.477
H -3.077 2.811 -0.789

9
Properties=species:S:1:pos:R:3 method="wB97M-V/def2-TZVPD" molar_mass_g_mol=80.0 orbital_gap_ev=10.0 spin_multiplicity=1 homo_energy_ev=-9.7 total_energy_ha=-529.07858
P 0.082 -0.374 -0.812
O -0.048 -0.728 -2.218
N -1.077 -0.998 0.244
N -0.030 1.368 -0.666
H -1.193 -0.775 1.220
H -1.982 -0.811 -0.320
H 1.720 -0.612 0.378
H -0.135 1.810 0.192
H 0.424 1.865 -1.480

11
Properties=species:S:1:pos:R:3 method="wB97M-V/def2-TZVPD" molar_mass_g_mol=144.2 orbital_gap_ev="9.9 / 5.3" spin_multiplicity=1 homo_energy_ev="-9.7 / -7.9" total_energy_ha=-1325.37981
S -1.921 1.032 3.819
S 1.061 -0.132 -2.997
P -0.032 0.616 -1.295
O -1.351 -0.312 -1.167
N 0.983 -0.319 1.104
N 0.959 -0.295 -0.223
H 1.908 -0.474 -0.627
H -0.056 -0.131 1.417
H -1.245 -1.250 -0.993
H -1.368 0.289 4.804
H 1.063 0.977 -3.842

9
Properties=species:S:1:pos:R:3 method="wB97M-V/def2-TZVPD" molar_mass_g_mol=79.1 orbital_gap_ev=8.0 spin_multiplicity=1 homo_energy_ev=-8.2 smiles="NN=S.N" total_energy_ha=-565.36190
S -1.397 2.929 -0.600
N -0.435 -0.885 0.532
N -0.134 0.819 -1.417
N -0.596 1.600 -0.408
H 0.455 -0.515 0.390
H -0.644 1.047 -2.269
H -0.189 -1.703 0.995
H -1.131 -0.400 1.045
H 0.055 -0.115 -1.066

11
Properties=species:S:1:pos:R:3 method="wB97M-V/def2-TZVPD" molar_mass_g_mol=124.1 orbital_gap_ev="7.9 / 7.2" spin_multiplicity=1 homo_energy_ev="-7.8 / -6.8" total_energy_ha=-961.42815
S -2.134 -0.078 -1.205
P -1.287 0.346 0.747
N 0.757 -1.489 0.209
N 1.164 1.305 -0.543
N -0.395 -1.045 0.975
N 0.425 1.976 0.023
H 0.551 -1.783 -0.755
H -2.394 1.212 -0.984
H 2.123 1.667 -0.687
H 1.456 -0.770 0.270
H -0.265 -1.340 1.950

7
Properties=species:S:1:pos:R:3 method="wB97M-V/def2-TZVPD" molar_mass_g_mol=35.0 orbital_gap_ev=11.1 spin_multiplicity=1 homo_energy_ev=-10.3 smiles=N.O total_energy_ha=-132.98006
O 1.823 -0.186 0.051
N -0.864 -0.085 0.040
H 1.937 0.826 0.023
H -1.332 0.221 0.833
H 0.911 -0.383 -0.168
H -1.283 -0.965 -0.146
H -1.191 0.573 -0.633

7
Properties=species:S:1:pos:R:3 method="wB97M-V/def2-TZVPD" molar_mass_g_mol=35.0 orbital_gap_ev=11.6 spin_multiplicity=1 homo_energy_ev=-10.8 smiles=N.O total_energy_ha=-132.98974
O -0.271 2.178 0.408
N 0.352 -1.119 -0.097
H 1.276 -1.482 -0.351
H 0.160 1.311 0.232
H -1.229 2.015 0.250
H -0.204 -1.087 -0.957
H -0.084 -1.816 0.515

ΔE to the lowest compared entry with this formula, charge and spin? In order: 31.8, 21.0, 62.4, 61.1, 141.1, 305.3, 214.9, 321.4, 81.9, 342.0, 33.7, 8.2 kJ/mol.